[1]
Molecular formula: C44H58Cl2F3N6O7RbS3
Method: DFT, ωB97M-V with the def2-TZVPD basis set

```
124
Properties=species:S:1:pos:R:3:mulliken_charge:R:1
Rb 1.18 0.11 -1.15 0.4343
C -1.47 -0.65 6.54 -1.6908
C -2.49 -0.44 5.41 1.8931
C -3.04 0.99 5.53 -1.9293
C -3.66 -1.41 5.59 -1.7413
C -1.81 -0.68 4.07 -0.3187
C -1.69 0.26 3.12 -0.0280
C -1.08 -0.02 1.84 -1.8547
N -0.89 0.85 0.89 0.1329
C -0.95 2.20 1.05 -1.7091
C -0.55 2.84 2.25 0.3437
C -0.51 4.20 2.36 -0.5586
C -0.96 4.96 1.23 0.1390
C -1.30 4.43 0.02 -0.2475
C -1.27 2.97 -0.15 1.8153
O -1.56 2.40 -1.22 -0.8380
C -1.81 5.32 -1.11 2.1782
C -3.34 5.14 -1.19 -1.7599
C -1.20 4.99 -2.49 -1.6786
C -1.50 6.80 -0.85 -2.0909
C 0.04 4.92 3.58 1.8966
C 0.49 3.95 4.67 -1.8998
C 1.26 5.77 3.17 -1.7814
C -1.03 5.85 4.18 -1.7232
C -0.68 -1.43 1.52 0.4989
O -0.27 -1.74 0.41 0.5313
C -0.75 -2.41 2.63 -0.0562
C -1.27 -2.01 3.81 -0.2620
C -0.23 -3.82 2.39 2.6693
C 1.26 -3.78 2.00 -1.4450
C -1.04 -4.51 1.29 -1.5492
C -0.35 -4.68 3.65 -2.4315
H -1.95 -0.50 7.52 0.4927
H -0.65 0.06 6.45 0.3142
H -1.06 -1.66 6.53 0.2938
H -3.51 1.12 6.50 0.4796
H -3.79 1.19 4.76 0.3922
H -2.24 1.73 5.43 0.0862
H -4.16 -1.24 6.55 0.4665
H -3.33 -2.45 5.56 0.3193
H -4.40 -1.28 4.79 0.3702
H -2.12 1.24 3.25 1.0103
H -0.17 2.21 3.04 0.8530
H -0.97 6.03 1.35 0.2555
H -3.58 4.10 -1.39 0.2809
H -3.76 5.76 -1.99 0.4887
H -3.80 5.43 -0.24 0.3013
H -1.48 3.99 -2.82 0.2348
H -0.11 5.03 -2.45 0.2666
H -1.55 5.72 -3.22 0.5275
H -2.05 7.20 0.01 0.3453
H -1.80 7.39 -1.72 0.4586
H -0.44 6.95 -0.68 0.3757
H 1.28 3.29 4.31 0.3817
H -0.34 3.33 5.02 0.0965
H 0.88 4.51 5.53 0.4995
H 2.03 5.12 2.75 0.2571
H 1.68 6.30 4.03 0.5316
H 0.99 6.51 2.41 0.2847
H -1.90 5.26 4.50 0.2825
H -1.38 6.58 3.45 0.2746
H -0.64 6.38 5.04 0.4999
H -1.33 -2.72 4.62 0.3944
H 1.41 -3.23 1.07 0.2047
H 1.63 -4.80 1.86 0.4835
H 1.85 -3.30 2.78 0.2830
H -0.96 -3.98 0.34 0.1546
H -2.10 -4.57 1.57 0.2640
H -0.67 -5.53 1.13 0.4645
H 0.23 -4.26 4.49 0.4012
H 0.06 -5.67 3.44 0.4634
H -1.39 -4.80 3.97 0.3829
Cl 2.02 3.11 -1.99 -0.0137
C 2.27 3.68 -0.33 0.2671
Cl 2.71 2.37 0.79 -0.1070
H 1.35 4.12 0.04 -0.4840
H 3.09 4.38 -0.34 0.5418
F -2.01 -1.61 -8.05 -0.3420
C -0.77 -1.38 -7.51 0.4982
F -0.21 -2.60 -7.41 -0.1907
F -0.10 -0.71 -8.46 -0.2628
C -0.87 -0.65 -6.20 0.0429
C -2.12 -0.28 -5.76 -0.1074
C -2.26 0.39 -4.55 -1.3229
C -1.11 0.61 -3.82 -0.2207
N 0.11 0.23 -4.21 -0.0355
C 0.29 -0.35 -5.42 0.0565
S 1.88 -0.69 -5.97 -0.5384
H -2.99 -0.51 -6.36 0.4286
H -3.22 0.72 -4.18 0.4185
H -1.17 1.11 -2.86 0.7923
O 3.81 1.15 -3.89 -0.7039
H 3.20 0.76 -4.55 0.2532
H 3.84 0.46 -3.22 0.3302
O -2.34 -2.53 -3.06 -0.7228
H -1.77 -2.53 -2.28 0.2300
H -2.19 -1.66 -3.46 0.4841
N 4.63 -1.46 0.88 0.0141
C 4.04 -1.03 1.78 -0.3277
H 5.03 -1.84 -0.01 0.4676
N -0.65 -5.40 -2.99 -0.3848
C 0.74 -5.09 -2.83 -0.1422
N 1.36 -6.18 -2.10 -0.6728
S 0.90 -3.43 -2.03 -0.1712
H -0.77 -6.34 -3.35 0.2816
H -1.16 -4.71 -3.53 0.2488
H 2.25 -6.41 -2.53 0.3629
H 1.57 -5.88 -1.15 0.3020
O 5.83 -4.89 -1.23 -0.7312
S 5.72 -3.92 -2.29 1.2624
O 6.86 -3.80 -3.17 -0.7530
N 5.24 -2.47 -1.71 -0.9763
C 4.02 -2.17 -2.17 -0.7993
O 3.39 -1.13 -1.94 -0.2631
C 3.42 -3.24 -3.02 -0.1845
C 2.01 -3.24 -3.48 2.3152
C 1.56 -4.59 -4.09 -0.1159
C 2.67 -5.49 -4.55 -1.2944
C 3.93 -5.37 -4.11 -0.3879
C 4.25 -4.24 -3.24 0.5956
H 1.79 -2.35 -4.07 -1.2160
H 0.86 -4.41 -4.90 0.3665
H 2.42 -6.29 -5.24 0.3177
H 4.71 -6.04 -4.43 0.4382
```

Calculated values
HOMO-LUMO gap (spin up / spin down) = 5.4 / 5.4 eV
relative energy (zero: lowest compared OMol25 entry of this formula, charge and spin) = 0.0 kJ/mol
net charge = -2
highest occupied orbital energy (spin up / spin down) = -2.6 / -2.6 eV
2S+1 = 1
DFT total energy = -136205.55217 eV
F_max = 0.46 eV/Å



[2]
Molecular formula: C17H25NO5
Method: DFT, ωB97M-V with the def2-TZVPD basis set

```
48
Properties=species:S:1:pos:R:3:nbo_charge:R:1
C 1.12 5.09 0.37 -0.5644
C 1.48 3.70 -0.07 -0.3659
C 1.45 3.61 -1.67 -0.3300
C 1.93 2.40 -2.19 -0.0878
H 2.84 2.26 -1.71 0.1781
H 2.06 2.50 -3.32 0.1452
O 1.28 1.46 -1.80 -0.5386
C -0.18 1.28 -2.53 0.8349
O -0.43 1.91 -3.55 -0.5157
C -0.99 0.20 -1.83 -0.3712
C -0.38 -0.88 -1.09 -0.3218
C -1.09 -0.87 0.34 0.6838
O -1.31 0.12 1.39 -0.6761
N -1.18 -2.32 0.66 -0.4128
C -1.87 -2.69 1.94 -0.1223
C -0.57 -3.40 2.79 -0.4070
C 0.32 -2.32 3.56 -0.0677
O -0.39 -1.59 4.38 -0.5189
C -0.19 -0.40 4.47 -0.1872
H -0.12 0.20 3.47 0.1849
H -0.77 0.24 5.22 0.2029
H 1.13 -0.24 4.62 0.0694
H 0.63 -1.81 2.53 0.1747
H 1.26 -2.91 3.81 0.1932
H -0.41 -4.18 2.14 0.2096
H -1.25 -4.00 3.68 0.1756
H -2.50 -3.35 1.82 0.1709
H -2.27 -2.02 2.38 0.1920
C -0.72 -3.08 -0.42 -0.2442
C -0.66 -2.18 -1.51 0.1631
C 0.08 -2.35 -2.84 -0.1243
C -0.44 -1.34 -3.63 -0.2073
H 0.02 -1.20 -4.62 0.2425
C -1.52 -0.70 -2.88 0.0500
H -2.30 -0.35 -3.57 0.2326
O -2.03 -2.03 -2.26 -0.5080
H 0.86 -2.88 -2.80 0.1846
H -1.40 -3.95 -0.59 0.2233
H 0.10 -3.66 -0.26 0.2119
H 0.80 -0.68 -0.97 0.3041
H -1.67 0.66 -1.33 0.2629
H 0.78 3.98 -2.26 0.1980
H 2.29 4.61 -2.13 0.1336
H 0.92 3.13 0.25 0.1739
H 2.45 3.65 0.08 0.1971
H 1.68 5.88 0.15 0.1994
H 0.09 5.37 0.12 0.1996
H 1.08 5.14 1.62 0.1794
```

Calculated values
HOMO-LUMO gap = 9.3 eV
relative energy (zero: lowest compared OMol25 entry of this formula, charge and spin) = 1822.5 kJ/mol
net charge = 0
highest occupied orbital energy = -9.0 eV
2S+1 = 1
DFT total energy = -29743.78329 eV
F_max = 16.02 eV/Å



[3]
Molecular formula: CH2ClF3N2
Method: DFT, ωB97M-V with the def2-TZVPD basis set

```
9
Properties=species:S:1:pos:R:3:nbo_charge:R:1
C 0.38 0.26 -0.64 1.0790
N -0.32 -0.85 -1.04 -0.8808
N -0.26 -0.63 2.77 -0.3543
F 1.61 0.06 -0.16 -0.3181
F -0.21 1.06 0.34 -0.3437
F 0.62 1.04 -1.79 -0.3669
Cl -0.40 0.86 3.06 0.3573
H -0.24 -1.09 -2.01 0.4203
H -1.19 -0.71 -0.54 0.4072
```

Calculated values
HOMO-LUMO gap (spin up / spin down) = 8.6 / 8.6 eV
relative energy (zero: lowest compared OMol25 entry of this formula, charge and spin) = 211.4 kJ/mol
net charge = 0
highest occupied orbital energy (spin up / spin down) = -9.5 / -9.5 eV
2S+1 = 1
DFT total energy = -24720.77528 eV
F_max = 3.05 eV/Å



[4]
Molecular formula: H12NO4
Method: DFT, ωB97M-V with the def2-TZVPD basis set

```
17
Properties=species:S:1:pos:R:3:nbo_charge:R:1
N 0.19 -0.35 0.63 -0.9008
H 0.35 0.69 0.57 0.4650
H -0.54 -0.59 -0.07 0.4703
H -0.11 -0.63 1.56 0.4384
H 1.10 -0.78 0.47 0.4456
H -2.16 -2.19 -0.29 0.4938
H -2.37 -1.52 -1.68 0.5085
O -1.99 -1.39 -0.80 -0.9716
H -0.43 2.66 0.69 0.4906
H 0.54 2.95 -0.43 0.5070
O 0.42 2.36 0.33 -0.9500
H 1.57 -1.70 3.51 0.4857
H 2.12 -2.82 2.67 0.4939
O 1.46 -2.12 2.64 -0.9771
H 0.35 2.46 -3.18 0.4723
H -0.47 1.36 -3.72 0.4791
O -0.02 1.61 -2.89 -0.9508
```

Calculated values
HOMO-LUMO gap = 11.9 eV
relative energy (zero: lowest compared OMol25 entry of this formula, charge and spin) = 60.6 kJ/mol
net charge = +1
highest occupied orbital energy = -14.9 eV
2S+1 = 1
DFT total energy = -9869.42671 eV
F_max = 1.14 eV/Å



[5]
Molecular formula: CH4N2O2S
Method: DFT, ωB97M-V with the def2-TZVPD basis set

```
10
Properties=species:S:1:pos:R:3:nbo_charge:R:1
C -0.87 -0.83 -0.15 -0.1224
N 0.84 -0.56 -1.78 -0.8835
N -0.23 -0.33 0.84 -0.0765
O 0.99 -0.57 1.09 -0.5467
O 1.96 1.52 -0.64 -0.9078
S 2.01 -0.20 -1.01 1.2380
H -2.03 -0.68 -0.24 0.2130
H -0.31 -1.46 -0.83 0.2573
H -0.70 0.53 1.30 0.3646
H 2.77 1.61 -0.17 0.4639
```

Calculated values
HOMO-LUMO gap (spin up / spin down) = 10.0 / 10.0 eV
relative energy (zero: lowest compared OMol25 entry of this formula, charge and spin) = 446.7 kJ/mol
net charge = 0
highest occupied orbital energy (spin up / spin down) = -9.6 / -9.6 eV
2S+1 = 1
DFT total energy = -19007.29404 eV
F_max = 3.26 eV/Å



[6]
Molecular formula: C5H8N2
Method: DFT, ωB97M-V with the def2-TZVPD basis set

```
15
Properties=species:S:1:pos:R:3:nbo_charge:R:1
C 0.90 1.38 -1.83 -0.6223
C 0.32 0.52 -0.73 -0.0811
C -0.93 -0.02 -0.90 -0.0859
N -1.27 -0.74 0.21 -0.5077
C -0.25 -0.70 1.12 0.2647
N -0.47 -1.37 2.33 -0.8653
C 0.77 0.06 0.59 -0.3287
H 1.08 2.42 -1.54 0.2108
H 1.84 1.00 -2.26 0.2111
H 0.18 1.43 -2.66 0.2110
H -1.61 0.07 -1.73 0.2049
H -2.12 -1.23 0.38 0.4150
H 0.02 -2.24 2.47 0.3763
H -0.44 -0.81 3.17 0.3780
H 1.69 0.29 1.10 0.2194
```

Calculated values
HOMO-LUMO gap = 9.0 eV
relative energy (zero: lowest compared OMol25 entry of this formula, charge and spin) = 23.4 kJ/mol
net charge = 0
highest occupied orbital energy = -8.0 eV
2S+1 = 1
SMILES = Cc1c[nH]c(N)c1
DFT total energy = -8294.75346 eV
F_max = 0.81 eV/Å